A cluster of 3 separate species, C3H11NO3 in total in a non-equilibrium geometry. Source: OMol25; level of theory: the ωB97M-V functional and the def2-TZVPD basis.

Summary:
Total energy ... -401.3210 Eh
E_HOMO ... -9.658 eV
E_LUMO ... 0.560 eV
Frontier orbital gap ... 0.37548 Eh

Last column: Mulliken charge in e.
Cartesian coordinates (Å):
C1 1.142 -0.358 -0.456  0.0628
N1 0.264 -1.133 0.160  -0.1214
C2 -1.182 -1.232 -0.213  -0.4607
C3 -2.351 -1.635 0.657  -1.0167
O1 2.121 0.154 0.071  -0.5870
H1 0.907 -0.235 -1.599  0.2780
H2 0.568 -1.337 1.100  0.2278
H3 -1.503 -0.298 -0.687  0.3688
H4 -1.066 -1.811 -1.161  0.3747
H5 -3.023 -2.183 0.158  0.3313
H6 -1.989 -2.103 1.529  0.3113
H7 -2.549 -0.563 0.970  0.2354
H8 -2.154 2.712 1.277  0.2858
H9 -1.070 1.930 1.483  0.2977
O2 -1.994 1.825 1.266  -0.5854
H10 4.932 1.760 -2.197  0.3131
H11 4.029 2.171 -0.935  0.3433
O3 4.917 2.337 -1.423  -0.6588

***

A cluster of 3 separate species, C3H11NO4 in total in a non-equilibrium geometry. Source: OMol25; level of theory: the ωB97M-V functional and the def2-TZVPD basis.

Summary:
Total energy ... -476.6338 Eh
E_HOMO ... -10.297 eV
E_LUMO ... 0.597 eV
Frontier orbital gap ... 0.40036 Eh

Last column: Mulliken charge in e.
Cartesian coordinates (Å):
C1 -1.110 -1.775 0.241  -0.3469
N1 -0.110 -1.561 -0.841  -0.1522
C2 -0.008 -0.237 -1.220  0.4819
O1 0.947 -0.188 -2.213  -0.5226
O2 -0.575 0.708 -0.785  -0.5309
C3 -0.420 -2.283 1.538  -1.0545
H1 -1.891 -2.417 -0.167  0.3752
H2 -1.610 -0.885 0.601  0.2428
H3 0.323 -2.337 -1.299  0.2192
H4 1.159 0.697 -2.538  0.3961
H5 -1.123 -2.936 2.150  0.3049
H6 0.453 -2.913 1.410  0.3193
H7 0.072 -1.417 2.060  0.2684
H8 -1.278 3.526 0.994  0.2978
H9 -0.089 2.848 0.322  0.3564
O3 -0.378 3.686 0.700  -0.6454
H10 1.712 1.707 -0.460  0.3236
H11 1.788 3.217 0.059  0.3210
O4 2.137 2.560 -0.549  -0.6540

***

A cluster of 3 separate species, C3H11NO4 in total in a non-equilibrium geometry. Source: OMol25; level of theory: the ωB97M-V functional and the def2-TZVPD basis.

Summary:
Total energy ... -476.5961 Eh
E_HOMO ... -10.114 eV
E_LUMO ... 0.438 eV
Frontier orbital gap ... 0.38778 Eh

Last column: Mulliken charge in e.
Cartesian coordinates (Å):
C1 0.287 2.937 0.056  -0.8042
N1 -0.159 1.594 -0.484  -0.2949
C2 -1.166 1.007 0.401  -0.3463
C3 -1.351 -0.456 0.230  0.4268
O1 -2.067 -1.029 1.213  -0.4665
O2 -1.159 -1.097 -0.780  -0.5523
H1 1.312 2.936 -0.316  0.2785
H2 0.192 3.033 1.141  0.3158
H3 -0.235 3.823 -0.317  0.2825
H4 -0.627 1.903 -1.331  0.2156
H5 -2.194 1.389 0.481  0.2851
H6 -0.823 1.204 1.428  0.3091
H7 -2.266 -1.955 1.028  0.3497
H8 0.299 0.157 -2.983  0.3322
H9 -0.608 0.859 -4.061  0.3023
O3 -0.033 0.109 -3.890  -0.6334
H10 4.646 -3.601 2.680  0.3187
H11 4.055 -2.201 2.914  0.3137
O4 4.623 -2.858 3.271  -0.6324

***

A cluster of 4 separate species, C3H11NO5S in total in a non-equilibrium geometry. Source: OMol25; level of theory: the ωB97M-V functional and the def2-TZVPD basis.

Summary:
Total energy ... -950.0922 Eh
E_HOMO ... -0.096 eV
E_LUMO ... 6.123 eV
Charge ... -2
Frontier orbital gap ... 0.22856 Eh

Last column: Mulliken charge in e.
Cartesian coordinates (Å):
O1 0.491 -1.135 -1.220  -0.8004
C1 -0.061 0.012 -1.277  0.2423
O2 -0.108 0.675 -2.341  -0.7822
C2 -0.461 0.616 0.072  0.7428
C3 -1.784 0.017 0.661  -1.0050
S1 -1.599 -1.238 2.055  -0.7392
N1 -0.659 2.076 -0.076  -0.6918
H1 0.293 0.374 0.823  0.0192
H2 -2.213 0.832 1.244  0.2799
H3 -2.373 -0.432 -0.132  0.3180
H4 -1.607 2.198 -0.378  0.2292
H5 0.037 2.429 -0.725  0.2800
H6 1.152 -2.025 -2.692  0.4610
H7 1.999 -3.279 -2.286  0.2680
O3 1.522 -2.893 -3.049  -0.7125
H8 1.289 -1.953 0.481  0.3373
H9 0.352 -2.244 1.635  0.2120
O4 1.309 -2.269 1.388  -0.6414
H10 1.078 2.099 2.273  0.3261
H11 0.359 3.113 1.395  0.3893
O5 0.982 3.029 2.149  -0.7325

***

A cluster of 3 separate species, C3H11NOS in total in a non-equilibrium geometry. Source: OMol25; level of theory: the ωB97M-V functional and the def2-TZVPD basis.

Summary:
Total energy ... -648.9469 Eh
E_HOMO ... -8.983 eV
E_LUMO ... -1.372 eV
Frontier orbital gap ... 0.27969 Eh

Last column: Mulliken charge in e.
Cartesian coordinates (Å):
C1 0.453 0.835 -0.517  -0.5483
C2 0.274 -0.671 -0.037  -0.8187
C3 1.067 -1.009 1.179  -0.6399
S1 1.178 -2.767 1.524  -0.2317
N1 -0.457 0.988 -1.667  -0.5185
H1 0.266 1.550 0.292  0.3077
H2 1.571 1.027 -0.747  0.3394
H3 0.657 -1.285 -0.884  0.4199
H4 -0.776 -1.004 -0.057  0.3848
H5 2.025 -0.467 1.192  0.3941
H6 0.562 -0.444 2.033  0.3610
H7 2.690 -1.798 2.544  0.1404
H8 -0.290 0.130 -2.252  0.2042
H9 -0.246 1.810 -2.220  0.2270
H10 -2.566 1.056 -0.787  0.3230
H11 -3.548 1.336 0.344  0.2972
O1 -2.860 0.713 0.060  -0.6417

***

A cluster of 2 separate species, C3H11NOS in total in a non-equilibrium geometry. Source: OMol25; level of theory: the ωB97M-V functional and the def2-TZVPD basis.

Summary:
Total energy ... -648.7006 Eh
Multiplicity ... 2
E_HOMO (spin up / spin down) ... -13.249 / -13.248 eV
E_LUMO (spin up / spin down) ... -3.645 / -8.605 eV
Charge ... +1
Frontier orbital gap (spin up / spin down) ... 0.35294 / 0.17063 Eh

Last column: Mulliken spin population.
Cartesian coordinates (Å):
C1 -0.494 -2.594 -0.396  -0.0352
S1 -0.959 -1.758 -1.942  0.9047
C2 -1.820 -0.253 -1.229  -0.0434
H1 0.610 -2.437 -0.105  0.0609
H2 -0.651 -3.716 -0.171  0.0244
H3 -1.005 -2.032 0.437  0.0029
H4 -2.996 -0.329 -1.263  0.0598
H5 -1.572 -0.262 -0.164  0.0073
H6 -1.592 0.730 -1.736  0.0181
N1 2.132 0.894 0.220  -0.0001
C3 1.481 1.799 1.156  0.0005
O1 0.102 1.942 0.868  0.0000
H7 1.709 -0.093 0.340  0.0005
H8 1.794 1.243 -0.739  -0.0005
H9 1.590 1.485 2.173  0.0001
H10 1.923 2.681 1.149  0.0000
H11 -0.250 2.701 1.401  0.0001

***

A cluster of 2 separate species, C3H11NOS2 in total in a non-equilibrium geometry. Source: OMol25; level of theory: the ωB97M-V functional and the def2-TZVPD basis.

Summary:
Total energy ... -1047.2112 Eh
Multiplicity ... 2
E_HOMO (spin up / spin down) ... -0.878 / -3.091 eV
E_LUMO (spin up / spin down) ... 3.633 / 3.453 eV
Charge ... -1
Frontier orbital gap (spin up / spin down) ... 0.16578 / 0.24047 Eh

Last column: Mulliken spin population.
Cartesian coordinates (Å):
S1 -0.591 2.305 0.403  0.5041
S2 -1.050 0.401 -0.894  0.4802
C1 0.082 -0.778 0.040  -0.0108
C2 0.038 -2.347 -0.309  0.0197
N1 0.118 -2.579 -1.773  -0.0094
C3 1.436 -2.787 -2.298  0.0053
H1 -1.881 2.693 0.452  -0.0036
H2 -0.442 -0.718 0.987  0.0063
H3 1.157 -0.364 0.252  -0.0038
H4 0.822 -2.934 0.197  -0.0040
H5 -0.934 -2.601 -0.038  0.0096
H6 -0.649 -3.231 -1.951  0.0007
H7 1.625 -2.791 -3.472  0.0009
H8 1.946 -1.933 -1.972  -0.0010
H9 1.830 -3.746 -1.886  0.0005
H10 1.218 2.546 3.461  0.0069
H11 0.598 3.069 4.590  -0.0034
O1 1.350 2.530 4.381  0.0017

***

A cluster of 3 separate species, C3H11NOS2 in total in a non-equilibrium geometry. Source: OMol25; level of theory: the ωB97M-V functional and the def2-TZVPD basis.

Summary:
Total energy ... -1047.0853 Eh
E_HOMO ... -8.797 eV
E_LUMO ... -3.847 eV
Frontier orbital gap ... 0.18191 Eh

Last column: Mulliken charge in e.
Cartesian coordinates (Å):
S1 -1.517 -0.275 3.669  -0.1291
S2 -0.779 -0.489 -2.999  -0.2355
C1 0.849 -0.678 -2.109  -0.4694
C2 0.699 0.111 -0.836  -0.7415
N1 -0.211 -0.401 0.179  -0.3326
C3 0.625 -0.826 1.398  -0.5679
H1 -0.291 -0.705 -4.232  0.1169
H2 1.063 -1.791 -2.221  0.3258
H3 1.642 -0.119 -2.677  0.2983
H4 0.524 1.143 -1.119  0.4264
H5 1.714 0.270 -0.359  0.3262
H6 -0.861 0.341 0.503  0.3282
H7 1.100 0.064 1.821  0.4957
H8 1.241 -1.718 1.115  0.3085
H9 -0.180 -1.113 2.156  -0.1215
H10 -1.761 1.480 2.392  0.2313
H11 -2.304 2.652 1.691  0.2989
O1 -1.552 2.056 1.627  -0.5588

***

A cluster of 2 separate species, C3H11NOS2 in total in a non-equilibrium geometry. Source: OMol25; level of theory: the ωB97M-V functional and the def2-TZVPD basis.

Summary:
Total energy ... -1047.2134 Eh
E_HOMO ... -8.693 eV
E_LUMO ... 0.606 eV
Frontier orbital gap ... 0.34173 Eh

Last column: Mulliken charge in e.
Cartesian coordinates (Å):
N1 0.281 -1.714 -1.719  -0.5665
C1 0.283 -1.841 -0.188  -0.3349
C2 1.524 -1.039 0.412  -0.6963
S1 1.676 0.807 0.201  -0.1268
S2 -0.352 1.262 0.306  -0.0409
C3 -0.549 0.823 2.142  -0.7820
H1 0.799 -2.539 -1.978  0.2391
H2 0.702 -0.819 -2.000  0.2602
H3 0.206 -2.851 0.110  0.4570
H4 -0.635 -1.513 0.266  -0.0223
H5 2.378 -1.469 -0.214  0.3224
H6 1.770 -1.365 1.425  0.4317
H7 -0.855 -0.138 2.087  0.2364
H8 -1.160 1.579 2.629  0.3384
H9 0.457 0.998 2.502  0.2832
H10 -3.096 -0.594 -0.997  0.2492
H11 -4.165 -0.420 -1.787  0.2953
O1 -3.389 0.046 -1.540  -0.5432

***

A cluster of 2 separate species, C3H11NS in total in a non-equilibrium geometry. Source: OMol25; level of theory: the ωB97M-V functional and the def2-TZVPD basis.

Summary:
Total energy ... -573.6993 Eh
E_HOMO ... -4.889 eV
E_LUMO ... -1.031 eV
Frontier orbital gap ... 0.14175 Eh

Last column: Mulliken charge in e.
Cartesian coordinates (Å):
C1 1.393 -3.829 -2.744  -0.8649
S1 0.604 -2.326 -2.244  -0.6990
H1 1.434 -4.645 -2.014  0.2243
H2 0.994 -4.233 -3.683  0.2186
H3 2.449 -3.672 -3.019  0.2011
C2 -1.463 2.177 2.024  -1.0536
C3 -0.728 1.067 1.300  -0.3377
N1 0.331 1.639 0.401  -0.4345
H4 -0.967 3.158 1.992  0.3604
H5 -2.496 2.287 1.727  0.2906
H6 -1.451 2.106 3.112  0.3105
H7 -0.291 0.285 1.915  0.3834
H8 -1.459 0.541 0.688  0.3262
H9 0.850 0.928 -0.143  0.3627
H10 0.883 2.260 0.990  0.3641
H11 -0.082 2.257 -0.301  0.3477

***

A structure of composition C3H11NS in a non-equilibrium geometry. Source: OMol25; level of theory: the ωB97M-V functional and the def2-TZVPD basis.

Summary:
Total energy ... -573.7561 Eh
E_HOMO ... -8.740 eV
E_LUMO ... 0.906 eV
Frontier orbital gap ... 0.35449 Eh

Last column: Mulliken charge in e.
Cartesian coordinates (Å):
S1 -1.920 -0.459 -1.660  -0.4748
H1 -3.160 -0.943 -1.418  0.1371
C1 0.602 -1.760 0.409  -0.8267
C2 1.160 -0.323 0.444  -0.4050
N1 0.135 0.691 0.775  -0.2835
C3 -0.085 1.751 -0.207  -1.2437
H2 -0.413 -1.631 0.041  0.1807
H3 1.137 -2.321 -0.359  0.2763
H4 0.535 -2.222 1.388  0.3058
H5 2.052 -0.169 1.063  0.3832
H6 1.436 -0.136 -0.595  0.2330
H7 0.228 1.058 1.712  0.2293
H8 -1.329 0.312 -0.262  0.2961
H9 0.686 2.516 -0.019  0.3551
H10 -1.049 2.258 -0.083  0.3462
H11 -0.014 1.379 -1.229  0.4912

***

A cluster of 2 separate species, C3H11NS2 in total in a non-equilibrium geometry. Source: OMol25; level of theory: the ωB97M-V functional and the def2-TZVPD basis.

Summary:
Total energy ... -971.9563 Eh
E_HOMO ... -8.074 eV
E_LUMO ... 0.713 eV
Frontier orbital gap ... 0.32292 Eh

Last column: Mulliken charge in e.
Cartesian coordinates (Å):
C1 -2.493 -0.772 -0.057  -0.7425
S1 -1.359 -0.176 1.202  -0.0437
S2 -1.205 1.836 1.006  -0.2101
H1 -2.080 -0.368 -1.068  0.2519
H2 -3.619 -0.357 -0.001  0.2874
H3 -2.495 -1.890 0.027  0.2707
H4 0.087 1.872 1.484  0.1653
C2 1.545 -1.539 -0.866  -0.7330
N1 2.808 -0.702 -0.859  -0.3536
C3 3.103 -0.125 -2.158  -0.8147
H5 0.657 -0.964 -1.193  0.1425
H6 1.431 -2.326 -1.713  0.2895
H7 1.316 -1.956 0.035  0.3955
H8 3.531 -1.338 -0.573  0.2436
H9 3.152 -0.848 -3.036  0.2782
H10 4.040 0.476 -2.243  0.3027
H11 2.411 0.671 -2.547  0.2701

***

In order of appearance, energy above the lowest of the compared OMol25 structures with the same formula, charge and spin = 241.8 115.1 214.2 52.6 354.7 150.6 155.3 478.0 141.7 347.1 197.9 162.4 kJ/mol.